Entry 1:
Computed, not measured: 12 unconnected molecules or ions with the total composition C30H76BF2O13Si in a non-equilibrium geometry, with the ωB97M-V functional and the def2-TZVPD basis.

```
123
C30H76BF2O13Si the ωB97M-V functional and the def2-TZVPD basis
C -2.047 -3.251 -3.178
C -2.491 -2.022 -2.175
C -3.359 -0.935 -3.041
C -4.344 0.035 -2.160
C -3.695 0.603 -0.764
C -3.919 -0.360 0.547
C -2.700 -0.205 1.681
O -2.343 1.201 2.067
B -0.993 1.609 1.539
O -0.641 0.424 0.722
C -1.244 -0.827 1.210
C -0.394 -1.753 2.301
F -1.344 -2.866 2.677
F -0.093 -1.043 3.571
C 0.895 -2.483 1.598
C 2.361 -1.948 2.097
Si 3.014 -0.376 1.200
C 4.934 -0.673 0.906
C 2.269 -0.073 -0.558
C 2.944 1.216 2.349
C 2.396 1.142 3.910
C 2.266 2.429 4.931
C 2.736 3.899 4.375
C 3.337 4.027 2.841
C 3.441 2.714 1.819
H -2.844 -4.124 -3.026
H -0.960 -3.641 -2.944
H -2.070 -2.847 -4.282
H -1.480 -1.552 -1.762
H -3.079 -2.520 -1.279
H -2.590 -0.340 -3.720
H -4.070 -1.572 -3.758
H -4.554 0.994 -2.839
H -5.403 -0.472 -2.013
H -2.582 0.909 -0.966
H -4.270 1.621 -0.525
H -4.155 -1.481 0.307
H -4.889 0.062 1.101
H -3.201 -0.613 2.667
H -0.267 1.510 2.460
H -0.913 2.666 1.006
H -1.573 -1.634 0.430
H 0.839 -3.638 1.893
H 0.750 -2.442 0.436
H 3.136 -2.822 1.851
H 2.450 -1.770 3.260
H 5.373 0.215 0.242
H 5.514 -0.758 1.919
H 5.105 -1.652 0.262
H 1.767 1.006 -0.643
H 1.464 -0.860 -0.880
H 3.125 -0.069 -1.387
H 2.070 0.096 4.334
H 1.823 2.231 6.008
H 2.627 4.825 5.090
H 3.690 5.086 2.478
H 3.871 2.870 0.742
C 1.485 0.504 8.598
O 2.643 1.308 8.729
H 0.615 1.078 8.926
H 1.356 0.217 7.552
H 1.586 -0.387 9.222
H 3.398 0.772 8.432
C -1.734 -2.082 -7.222
O -3.094 -1.946 -6.851
H -1.138 -1.359 -6.661
H -1.392 -3.093 -6.989
H -1.627 -1.887 -8.292
H -3.597 -2.599 -7.365
C 5.148 6.753 0.305
O 5.560 6.388 1.609
H 4.152 7.198 0.358
H 5.849 7.483 -0.108
H 5.115 5.865 -0.330
H 6.446 5.996 1.530
C -7.417 0.991 -3.637
O -7.261 -0.407 -3.478
H -6.938 1.499 -2.797
H -6.943 1.307 -4.570
H -8.480 1.240 -3.653
H -7.695 -0.831 -4.238
C 4.334 4.012 -2.842
O 5.161 5.142 -2.632
H 3.866 3.734 -1.894
H 3.558 4.257 -3.571
H 4.939 3.178 -3.204
H 5.562 5.365 -3.490
C 6.310 -4.762 0.126
O 4.951 -4.625 0.498
H 6.906 -4.039 0.688
H 6.652 -5.773 0.360
H 6.418 -4.567 -0.944
H 4.447 -5.279 -0.016
C -9.680 -3.607 -5.442
O -8.522 -2.803 -5.311
H -10.549 -3.032 -5.115
H -9.808 -3.894 -6.489
H -9.578 -4.498 -4.818
H -7.767 -3.338 -5.609
C 1.307 -2.194 -3.489
O 2.465 -1.390 -3.358
H 0.437 -1.620 -3.162
H 1.178 -2.481 -4.536
H 1.408 -3.085 -2.865
H 3.220 -1.926 -3.656
C -2.739 1.895 5.998
O -2.522 0.723 5.234
H -2.470 1.696 7.038
H -2.115 2.705 5.611
H -3.794 2.176 5.944
H -2.769 0.930 4.316
C -3.252 -7.399 -2.913
O -2.415 -6.388 -2.382
H -3.520 -7.135 -3.939
H -2.718 -8.353 -2.912
H -4.159 -7.477 -2.310
H -2.194 -6.649 -1.472
C 5.994 8.145 4.519
O 6.150 6.746 4.678
H 6.473 8.653 5.359
H 6.468 8.461 3.586
H 4.930 8.394 4.503
H 5.715 6.322 3.918
```

## Properties
Largest force on an atom in eV/Å: 5.47
Electronic energy in eV: -72933.46129
Net charge: -1



Entry 2:
Computed, not measured: a molecular structure, C30H76F2I2NO16PS11 in a non-equilibrium geometry, with the ωB97M-V functional and the def2-TZVPD basis.

```
139
C30H76F2I2NO16PS11 the ωB97M-V functional and the def2-TZVPD basis
C 3.331 -2.417 -3.800
C 2.737 -2.645 -5.180
F 2.408 -4.007 -5.332
C 1.547 -1.772 -5.633
I 2.382 0.219 -5.353
C 1.299 -1.915 -7.161
F 2.327 -2.460 -7.828
I 0.817 -0.006 -8.206
O 0.157 -2.675 -7.277
C -0.704 -2.184 -6.304
O -1.848 -2.023 -6.535
C 0.121 -2.001 -5.010
C -0.124 -3.394 -4.334
C 0.350 -3.464 -2.913
O 1.136 -4.313 -2.561
P -0.808 -0.678 -4.089
N -2.100 -1.299 -3.542
O -0.990 0.574 -5.049
O 0.154 -0.122 -2.947
H 3.639 -3.386 -3.415
H 4.215 -1.788 -3.874
H 2.643 -1.970 -3.088
H 3.518 -2.460 -5.919
H 0.350 -4.166 -4.922
H -1.196 -3.602 -4.341
H -0.035 -2.721 -2.198
H -2.934 -0.834 -3.877
H -1.844 0.500 -5.499
H 0.974 -0.623 -2.858
C -2.894 4.539 -1.902
S -2.273 2.935 -2.429
O -3.335 1.944 -2.117
C -1.025 2.787 -1.154
H -3.725 4.801 -2.553
H -3.237 4.474 -0.870
H -2.103 5.283 -1.996
H -1.486 2.841 -0.169
H -0.293 3.587 -1.266
H -0.534 1.824 -1.276
C -2.334 3.776 4.510
S -2.162 2.669 3.122
O -0.834 2.934 2.492
C -3.398 3.461 2.092
H -1.617 3.480 5.275
H -2.132 4.800 4.196
H -3.352 3.686 4.892
H -3.119 4.503 1.936
H -4.367 3.393 2.587
H -3.434 2.933 1.140
C -6.140 1.419 5.591
S -6.494 3.049 6.235
O -5.487 3.966 5.620
C -5.947 2.720 7.909
H -6.376 1.424 4.528
H -5.088 1.192 5.745
H -6.755 0.679 6.101
H -4.909 2.386 7.892
H -6.586 1.955 8.349
H -6.035 3.645 8.477
C -3.501 -3.291 6.172
S -3.199 -1.522 6.168
O -4.380 -0.888 6.819
C -3.392 -1.292 4.398
H -3.467 -3.628 7.205
H -4.484 -3.492 5.747
H -2.722 -3.791 5.597
H -4.382 -1.632 4.094
H -2.615 -1.849 3.875
H -3.279 -0.230 4.186
C 3.853 4.669 5.321
S 2.061 4.632 5.189
O 1.549 3.937 6.404
C 1.983 3.455 3.847
H 4.113 5.331 6.145
H 4.222 3.664 5.522
H 4.262 5.058 4.389
H 2.480 2.529 4.142
H 2.457 3.882 2.963
H 0.934 3.264 3.634
C 3.296 9.967 3.149
S 4.021 8.392 2.683
O 2.974 7.362 2.894
C 5.147 8.285 4.080
H 2.523 10.200 2.421
H 2.857 9.883 4.142
H 4.065 10.740 3.129
H 4.576 8.321 5.008
H 5.862 9.106 4.034
H 5.675 7.337 4.007
C 1.973 -7.229 -1.703
S 1.222 -8.855 -1.704
O 0.974 -9.238 -0.285
C 2.689 -9.713 -2.260
H 1.233 -6.513 -1.358
H 2.835 -7.221 -1.035
H 2.270 -6.976 -2.720
H 3.499 -9.545 -1.549
H 2.943 -9.327 -3.246
H 2.463 -10.776 -2.321
C -5.419 9.267 7.747
S -6.188 7.643 7.787
O -6.370 7.284 9.218
C -4.760 6.739 7.197
H -6.143 9.986 8.125
H -4.533 9.263 8.382
H -5.156 9.515 6.719
H -3.915 6.910 7.864
H -4.517 7.060 6.184
H -5.012 5.682 7.180
C 3.536 -6.973 -6.647
S 2.855 -8.629 -6.763
O 2.621 -9.091 -5.369
C 4.363 -9.426 -7.323
H 2.757 -6.317 -6.263
H 4.385 -6.978 -5.963
H 3.841 -6.637 -7.638
H 5.153 -9.260 -6.591
H 4.645 -9.023 -8.295
H 4.159 -10.491 -7.413
C 8.279 -0.289 -5.512
S 7.042 0.486 -4.468
O 5.727 -0.090 -4.862
C 7.135 2.109 -5.228
H 8.340 -1.337 -5.227
H 7.977 -0.204 -6.555
H 9.243 0.193 -5.348
H 6.911 2.024 -6.291
H 8.131 2.523 -5.073
H 6.395 2.742 -4.742
C -3.231 -7.152 -2.846
S -3.704 -5.550 -2.185
O -2.809 -4.543 -2.808
C -3.077 -5.840 -0.528
H -3.495 -7.162 -3.901
H -2.156 -7.291 -2.730
H -3.778 -7.937 -2.323
H -2.012 -6.070 -0.578
H -3.626 -6.663 -0.070
H -3.234 -4.928 0.044
```

## Properties
Largest force on an atom in eV/Å: 1.58
Electronic energy in eV: -216697.00724
Net charge: 0



Entry 3:
Computed, not measured: 8 unconnected molecules or ions with the total composition C30H76O24S6 in a non-equilibrium geometry, with the ωB97M-V functional and the def2-TZVPD basis.

```
136
C30H76O24S6 the ωB97M-V functional and the def2-TZVPD basis
C -1.382 3.949 -0.800
C -2.832 4.159 -0.494
O -2.955 4.579 0.832
S -2.847 6.208 1.141
C -4.408 6.762 0.324
O -3.056 6.496 2.538
O -1.695 6.767 0.400
H -1.319 3.394 -1.737
H -0.897 3.345 -0.033
H -0.901 4.924 -0.824
H -3.326 4.807 -1.219
H -3.331 3.189 -0.494
H -5.108 5.932 0.383
H -4.045 6.919 -0.692
H -4.639 7.758 0.694
C 4.852 -0.859 1.255
C 4.846 -0.888 2.799
O 4.158 -2.090 3.221
S 3.368 -2.144 4.656
C 4.823 -2.523 5.619
O 2.906 -0.772 4.797
O 2.415 -3.236 4.630
H 5.535 -0.110 0.861
H 3.824 -0.590 1.007
H 4.982 -1.867 0.863
H 5.853 -1.015 3.204
H 4.521 0.068 3.208
H 5.524 -1.700 5.760
H 5.348 -3.295 5.059
H 4.624 -2.788 6.658
C -3.466 1.367 3.534
C -2.205 2.012 4.186
O -1.282 2.452 3.197
S 0.087 1.556 2.881
C 1.011 1.968 4.423
O -0.169 0.142 2.829
O 0.832 2.255 1.816
H -3.305 0.452 2.962
H -3.793 2.094 2.789
H -4.264 1.130 4.237
H -2.530 2.963 4.608
H -1.731 1.315 4.876
H 0.521 1.414 5.221
H 1.051 3.052 4.514
H 2.031 1.621 4.259
C 0.961 -5.461 -2.411
C 0.424 -5.973 -1.054
O 0.135 -7.394 -1.073
S -1.206 -8.046 -1.751
C -2.516 -7.338 -0.560
O -1.323 -7.505 -3.117
O -1.145 -9.488 -1.564
H 0.095 -5.446 -3.071
H 1.765 -6.061 -2.835
H 1.284 -4.429 -2.275
H 1.125 -5.781 -0.245
H -0.505 -5.419 -0.934
H -3.488 -7.424 -1.043
H -2.237 -6.339 -0.233
H -2.553 -7.970 0.327
C -0.032 -4.073 5.852
C -0.521 -4.489 4.480
O -1.267 -5.721 4.586
S -1.009 -6.858 3.440
C 0.696 -7.398 3.851
O -1.839 -7.996 3.741
O -1.000 -6.140 2.183
H -0.648 -4.166 6.747
H 0.183 -3.002 5.852
H 0.944 -4.474 6.125
H -1.180 -3.722 4.076
H 0.391 -4.633 3.902
H 1.436 -6.607 3.954
H 1.017 -8.226 3.221
H 0.559 -7.871 4.824
C -0.120 2.808 -8.274
C 0.001 1.889 -7.109
O -1.207 1.628 -6.390
S -1.085 1.597 -4.758
C -0.495 3.330 -4.405
O -2.393 1.308 -4.162
O 0.030 0.738 -4.466
H -0.707 3.725 -8.203
H -0.456 2.369 -9.213
H 0.900 3.180 -8.389
H 0.320 0.888 -7.399
H 0.808 2.259 -6.475
H -1.374 3.827 -3.995
H -0.272 3.801 -5.359
H 0.298 3.254 -3.665
C 1.647 -1.507 -0.712
O 1.731 -2.765 -0.243
C 1.193 -3.048 1.016
C -0.301 -2.730 1.157
O -0.996 -3.372 0.170
C -2.353 -3.194 0.057
C -2.817 -1.837 -0.510
O -2.250 -0.682 0.156
C -2.415 0.586 -0.397
H 2.243 -1.548 -1.625
H 2.216 -0.826 -0.066
H 0.714 -0.943 -0.777
H 1.723 -2.466 1.775
H 1.336 -4.116 1.176
H -0.465 -1.652 1.099
H -0.655 -3.038 2.145
H -2.851 -3.378 1.013
H -2.789 -3.940 -0.610
H -3.887 -1.826 -0.284
H -2.726 -1.763 -1.595
H -1.742 1.272 0.116
H -3.425 0.990 -0.287
H -2.236 0.503 -1.472
C 3.026 1.229 -2.398
O 3.074 2.620 -2.310
C 2.137 3.081 -1.362
C 2.050 4.602 -1.195
O 1.204 5.119 -2.195
C 0.932 6.507 -2.213
C -0.147 6.670 -3.307
O 0.245 6.096 -4.577
C -0.441 6.701 -5.623
H 3.343 0.947 -1.391
H 3.811 0.875 -3.067
H 2.072 0.842 -2.761
H 2.281 2.576 -0.403
H 1.223 2.628 -1.758
H 3.079 4.973 -1.189
H 1.710 4.887 -0.196
H 1.802 7.040 -2.602
H 0.529 6.892 -1.275
H -0.312 7.739 -3.462
H -1.148 6.333 -3.026
H -0.667 5.887 -6.313
H 0.198 7.457 -6.088
H -1.316 7.257 -5.281
```

## Properties
SMILES string: CCOS(C)(=O)=O.CCOS(C)(=O)=O.CCOS(C)(=O)=O.CCOS(C)(=O)=O.CCOS(C)(=O)=O.CCOS(C)(=O)=O.COCCOCCOC.COCCOCCOC
ΔE to the lowest compared entry with this formula, charge and spin in kcal per mole: 79.0
Largest force on an atom in eV/Å: 3.83
Net charge: 0